Density functional theory data (ωB97M-V/def2-TZVPD) for a cluster of 7 separate species, C27H72N4O11 in total.

Atoms and positions in Å:
O  6.5590  26.5310  41.2840
O  15.1800  19.1690  40.1600
O  8.5590  22.5810  45.3110
O  10.5200  22.9430  37.0710
O  10.1830  18.4070  45.2630
O  7.9520  20.8600  52.2260
O  6.7690  21.2570  40.1600
O  12.3890  15.8720  36.8570
O  8.9680  22.8080  40.9670
O  13.4200  25.3790  40.7930
O  10.3650  18.7400  40.0770
N  10.6960  19.0860  37.0540
N  9.9080  25.5460  41.4270
N  7.3720  21.7380  48.7630
N  12.1940  19.4080  42.3280
C  10.0000  21.5870  37.2570
C  6.5540  21.0300  38.7210
C  13.8970  19.5110  40.4950
C  10.3470  19.1690  44.1100
C  11.6620  18.5900  43.3930
C  13.2840  15.7550  37.9880
C  7.2350  20.8740  51.0490
C  7.5710  22.3110  46.2720
C  11.2340  25.9510  40.9250
C  9.9240  21.9140  41.3000
C  13.3560  18.7490  41.7500
C  8.7330  19.7820  52.4520
C  8.0470  23.2020  44.2040
C  12.2840  24.7610  41.2750
C  7.7810  26.0980  41.8790
C  11.2430  16.8300  37.0000
C  9.1920  18.3410  40.6550
C  8.1340  21.6000  49.9570
C  5.4240  26.6110  42.1540
C  11.1570  20.5880  37.0700
C  8.3790  22.2610  47.6050
C  9.6800  24.0640  37.4870
C  14.6400  24.5060  41.0270
C  8.8610  26.4200  41.0170
C  15.6800  19.4400  38.7930
C  11.7010  18.2100  36.6770
C  8.9090  18.5780  45.9150
H  10.8540  16.7210  37.9620
H  14.2150  18.6300  42.3370
H  15.5370  20.3640  38.6120
H  9.3940  21.5210  36.3730
H  13.1830  17.7080  41.5010
H  11.8490  20.5520  37.8690
H  6.5410  21.9050  37.9280
H  7.1490  21.3290  45.9640
H  8.7820  26.2460  39.8770
H  10.3810  20.2040  44.2830
H  14.1190  20.5770  40.4160
H  8.8860  24.2090  36.8000
H  12.5080  20.3250  42.7430
H  8.0220  26.7660  42.7160
H  7.5620  25.0720  41.9010
H  9.2570  21.6750  47.3740
H  4.6810  26.8860  41.5840
H  8.1230  18.4420  45.2850
H  6.6770  22.1990  48.8860
H  11.3290  26.7990  41.5240
H  7.0340  19.8560  50.8540
H  10.6350  22.1390  42.1130
H  6.3800  21.5740  51.3540
H  8.5330  19.2340  40.6390
H  6.2230  20.8010  40.8330
H  11.4180  17.5840  43.1640
H  11.5690  20.9510  36.3000
H  8.5360  22.4020  50.2650
H  8.1240  18.8800  52.3020
H  15.6660  25.0300  40.8460
H  11.8630  18.1640  35.5860
H  9.6690  24.5620  41.2690
H  9.2650  23.9300  38.4130
H  9.2040  27.5400  41.0930
H  16.6370  19.2160  38.7770
H  5.3130  25.7470  42.7950
H  8.8760  23.2140  47.8010
H  10.9460  18.8780  40.7810
H  14.3400  15.5340  37.6660
H  7.8670  24.2660  44.1110
H  10.3360  24.9630  37.5030
H  10.5540  21.4160  40.5600
H  9.4890  21.0780  41.9850
H  10.6180  16.7030  36.3160
H  8.8730  19.5620  53.5580
H  12.8460  15.1070  38.8980
H  8.1480  22.4420  40.4600
H  5.6650  20.4400  38.8680
H  8.9320  23.1200  43.5020
H  12.4830  18.6340  37.3610
H  9.0510  21.0070  49.7710
H  13.5900  16.8100  38.2590
H  9.2270  17.5650  41.4420
H  8.9160  17.7710  46.6020
H  5.4490  27.4220  42.8580
H  10.9710  26.1560  39.7670
H  14.5800  24.2490  42.0460
H  9.4590  21.6480  38.2090
H  12.3800  18.5470  44.1110
H  7.3430  20.4200  38.3050
H  6.8030  22.9880  46.2570
H  14.4970  23.4320  40.6690
H  10.3910  18.8420  37.9510
H  9.4150  19.1730  43.4740
H  8.9470  19.4790  46.5610
H  7.3930  22.4590  43.8100
H  13.0920  19.0790  39.9230
H  12.1930  24.5540  42.2640
H  15.1820  19.0020  38.0030
H  8.6270  17.8440  39.8030
H  11.8780  23.7170  40.8250
H  9.6910  19.7820  51.8150

As for the relative energy (zero: lowest compared OMol25 entry of this formula, charge and spin): 1515.5 kJ/mol. Its spin multiplicity is 1. The energy comes out at -57628.3020 eV. For the frontier orbital gap, the calculation gives 8.09 eV. The calculation puts the HOMO energy at -7.97 eV. Its SMILES is COCCNCCOC.COCCNCCOC.COCCNCCOC.COCCNCCOC.CO.CO.CO.

Results of the Löwdin charge analysis, in e, for atoms 1 through 8: atom 1 (O): -0.18, atom 2 (O): -0.17, atom 3 (O): -0.21, atom 4 (O): -0.21, atom 5 (O): -0.18, atom 6 (O): -0.22, atom 7 (O): -0.18, atom 8 (O): -0.21

***

Density functional theory data (ωB97M-V/def2-TZVPD) for a cluster of 7 separate species, C27H72O19P4 in total.

Atoms and positions in Å:
P  4.8465  0.0470  -0.0741
P  0.7463  -3.3010  2.2439
P  -3.5881  -1.3034  -1.1870
P  -3.0027  3.9123  0.8759
O  -2.0194  5.1721  1.1076
O  4.0534  2.4333  -2.7992
O  5.5663  -1.1314  0.6710
O  3.8161  -0.5498  -1.1682
O  -2.3634  2.6190  1.0740
O  -2.8744  -1.9229  0.1260
O  5.8169  0.9666  -0.6518
O  0.6199  2.4606  -3.9270
O  1.8865  -4.0611  3.0960
O  -2.8992  -2.2203  -2.3113
O  1.3070  -1.8067  2.2892
O  -5.1449  -1.7142  -1.2038
O  3.8015  0.5820  1.0034
O  -3.6033  4.2256  -0.5451
O  -0.6429  -3.4013  2.7139
O  -4.1718  4.1962  1.8315
O  1.0841  -3.8737  0.7572
O  1.2264  1.5316  -1.2190
O  -3.4891  0.1433  -1.3760
C  1.2413  -1.0674  3.5649
C  -2.6571  -1.1892  1.3458
C  -4.9158  5.4068  1.7677
C  0.2502  4.4836  1.7447
C  5.5252  -3.1385  2.1340
C  2.8893  -1.4622  -3.2185
C  3.8582  2.9755  0.9619
C  0.7325  0.5446  -0.3602
C  -1.7931  -2.3846  -4.5605
C  -3.1092  3.5885  -1.7380
C  2.5344  -5.1818  5.1278
C  -5.6072  -3.0607  -1.0193
C  0.4824  -4.4372  -1.4997
C  -6.3609  5.1058  2.1775
C  1.4665  -4.9842  4.1241
C  -1.1283  4.9921  2.2387
C  4.6750  -2.1611  1.2497
C  0.8194  0.3694  3.4075
C  0.0303  1.3658  -4.6292
C  4.1746  -0.9517  -2.4955
C  -7.0433  -3.1410  -1.4999
C  4.1798  1.7419  1.6734
C  0.2352  -3.4759  -0.4064
C  -1.7333  4.0832  -2.0693
C  5.1843  2.6004  -3.6111
C  -3.6906  -1.4766  2.3592
C  -2.9916  -1.8088  -3.7332
H  1.0018  0.7935  4.4181
H  -5.5655  -3.3848  0.0053
H  4.6398  -0.0285  -2.9187
H  3.3084  2.5446  -3.3849
H  4.0222  -1.5925  1.9111
H  2.7668  2.9855  0.7390
H  -4.5146  6.1336  2.5238
H  4.8350  -3.8743  2.5731
H  0.0662  3.4319  1.5414
H  1.3332  0.6084  0.5096
H  1.0034  4.5323  2.4993
H  -0.2739  0.5091  3.1703
H  0.5439  -4.6430  4.5702
H  0.0525  -5.4360  -1.3038
H  -1.0322  3.8295  -1.2569
H  2.4965  -2.2785  -2.6293
H  4.1688  -2.7003  0.4842
H  -6.9779  6.0185  2.2031
H  2.9829  -1.8479  -4.2275
H  -0.9230  1.6767  -5.0870
H  6.0693  3.1446  -3.1720
H  6.2026  -2.6492  2.8683
H  5.6851  1.6867  -3.9080
H  2.5422  -6.0468  5.7771
H  -1.3038  3.6637  -2.9625
H  0.6017  4.9882  0.8614
H  -1.6443  -1.8430  -5.4933
H  -4.6768  -1.1515  2.0105
H  -7.4474  -4.1599  -1.3570
H  -4.9804  -3.8349  -1.5144
H  -1.1033  5.9884  2.7345
H  2.2972  -1.0494  3.9380
H  -1.6192  -1.4754  1.6003
H  1.3194  -5.9482  3.6594
H  1.3807  0.9332  2.6730
H  0.0092  -4.0388  -2.4223
H  -3.1140  -0.7372  -3.6973
H  2.1686  1.3060  -1.3058
H  6.2427  -3.7515  1.6274
H  -3.1514  2.5508  -1.5951
H  -0.2905  0.8064  -0.0179
H  -4.7843  5.8811  0.7995
H  -6.8211  4.4603  1.4302
H  -3.4585  -0.9686  3.2920
H  -7.7321  -2.4249  -1.0805
H  0.7871  -0.3996  -0.9152
H  5.2392  1.6909  1.9735
H  -3.7417  -2.5344  2.5786
H  0.5660  -2.4454  -0.6602
H  -1.7060  5.2008  -2.1201
H  0.6403  2.1729  -3.0293
H  -6.3464  4.6699  3.1436
H  -7.2151  -2.8094  -2.5288
H  0.6541  -1.6663  4.2338
H  4.9244  3.2796  -4.4447
H  -1.5366  4.2966  2.9887
H  -2.6670  -0.1340  1.1636
H  -0.1749  0.5864  -3.8805
H  -0.8914  -2.3434  -3.9702
H  2.6929  -4.3455  5.8394
H  3.7084  1.6631  2.6658
H  -1.9648  -3.4301  -4.8153
H  4.1520  3.9455  1.4008
H  -3.8880  -2.2366  -4.0994
H  4.2417  2.8695  -0.0596
H  2.0198  -0.8188  -3.2204
H  -0.8357  -3.4980  -0.2155
H  1.5132  -4.6073  -1.5958
H  3.4704  -5.1627  4.5778
H  0.7254  1.0054  -5.4032
H  -3.8141  3.8515  -2.5306
H  4.9004  -1.7490  -2.5253

Its spin multiplicity is 1. The energy comes out at -105233.7922 eV. For the frontier orbital gap, the calculation gives 10.69 eV. The calculation puts the HOMO energy at -10.02 eV. Its SMILES is CCOP(=O)(OCC)OCC.CCOP(=O)(OCC)OCC.CCOP(=O)(OCC)OCC.CCOP(=O)(OCC)OCC.CO.CO.CO.

Results of the Löwdin charge analysis, in e, for atoms 1 through 8: atom 1 (P): 0.39, atom 2 (P): 0.43, atom 3 (P): 0.43, atom 4 (P): 0.33, atom 5 (O): -0.19, atom 6 (O): -0.12, atom 7 (O): -0.16, atom 8 (O): -0.20

***

Density functional theory data (ωB97M-V/def2-TZVPD) for a cluster of 9 separate species, C27H72O27S9 in total.

Atoms and positions in Å:
S  -4.5462  -2.2822  -5.1193
S  0.8751  -4.0381  0.7704
S  -7.0191  -3.0770  3.3564
S  -4.9766  0.9341  -1.5871
S  -0.4539  -0.4668  -1.8028
S  7.8543  -1.1929  -4.4823
S  3.7941  0.5485  0.6265
S  -1.2423  5.6089  0.3474
S  1.6720  4.4883  4.4694
O  1.7308  -3.4022  -0.2653
O  2.1527  5.6160  3.7137
O  4.0365  0.5891  -0.7960
O  7.6223  0.2756  -4.4191
O  6.4271  -1.9519  -4.1681
O  -7.0506  -4.3208  2.6062
O  5.2274  0.6752  1.4870
O  2.7181  1.3628  1.1588
O  0.8395  -2.9621  1.9852
O  8.4251  -1.8084  -5.6650
O  -1.4430  0.5676  -2.1075
O  -2.2085  6.1238  -0.6680
O  -4.5591  -0.4320  -1.6969
O  -0.1392  -0.3367  -0.1663
O  -0.7468  -1.8468  -2.2014
O  -4.8155  -3.8480  -4.5429
O  -1.7051  5.3800  1.7151
O  1.0389  -5.4257  1.3142
O  -6.8954  -1.8753  2.2082
O  3.0144  3.6550  5.0189
O  0.7225  4.5895  5.5736
O  -0.3805  4.2311  -0.1580
O  -4.0402  1.6610  -0.3749
O  -5.4782  -1.4743  -4.4347
O  -6.3796  1.3235  -1.3490
O  -6.0618  -2.8314  4.4425
O  -4.3225  -2.3021  -6.6234
C  4.8676  2.3362  4.4092
C  -4.3590  -4.9481  -5.2750
C  0.2333  6.7251  0.4183
C  5.5589  -1.5236  -3.1453
C  -4.6068  -1.5414  1.7796
C  3.3738  -1.0880  1.3196
C  0.9979  3.1908  3.3103
C  0.4756  -2.3540  4.2130
C  -4.4414  2.8620  0.1455
C  -0.6263  0.7822  0.5303
C  4.2480  3.6657  4.3531
C  -2.8901  -2.0303  -4.3408
C  0.0006  -3.2898  3.0849
C  8.8378  -1.8096  -3.0593
C  -5.8473  -0.9617  2.3164
C  -4.8531  -6.1181  -4.5069
C  1.2319  0.1141  -2.3784
C  0.0496  4.0395  -1.4946
C  1.5281  3.8345  -1.6056
C  -0.8508  -3.8646  0.1166
C  -0.6251  0.3137  1.9927
C  4.2112  -2.2489  -3.3342
C  7.5474  1.1738  1.3388
C  -3.8078  2.9308  1.4613
C  -4.3025  1.8394  -3.1003
C  6.4560  0.2612  0.8306
C  -8.6971  -2.6482  3.9534
H  -1.2030  -0.6015  2.1216
H  -8.8911  -3.2515  4.8402
H  2.5246  -1.4047  0.7141
H  -2.9573  -2.2322  -3.2718
H  4.3505  -3.3006  -3.5844
H  -2.7232  2.9560  1.3564
H  -3.9307  -0.7473  1.4627
H  -4.7002  -7.0645  -5.0254
H  8.5267  0.7497  1.1170
H  -4.0853  3.7271  -0.4139
H  3.6378  -2.2511  -2.4071
H  -4.3718  -6.1187  -3.5289
H  1.4214  -2.7586  4.5734
H  8.6167  -2.8769  -3.0523
H  6.1189  -1.6231  -2.2155
H  -1.6351  -4.4143  0.6370
H  4.0092  1.6786  4.2718
H  -1.0645  -3.2056  2.8691
H  -3.2254  1.8788  -2.9373
H  1.9738  -0.6830  -2.3306
H  -4.4840  1.2015  -3.9653
H  6.4739  0.2233  -0.2586
H  0.9860  2.2677  3.8898
H  5.3317  2.1528  5.3783
H  -2.5674  -0.9937  -4.4379
H  -0.0107  3.4496  2.9880
H  -0.1109  -2.4546  5.1263
H  4.3306  3.9674  3.3089
H  4.8926  4.3920  4.8481
H  1.8264  3.1421  -0.8184
H  -4.7074  -5.0624  -6.3015
H  5.5578  2.1393  3.5889
H  0.6393  -1.3269  3.8871
H  -0.2974  4.7967  -2.1976
H  -4.7820  -2.1410  0.8864
H  -8.6187  -1.5880  4.1938
H  -4.7791  2.8154  -3.0089
H  1.5471  1.0152  -1.8525
H  -0.9863  1.0843  2.6738
H  0.3824  0.1010  2.3501
H  1.8090  3.2243  -2.4640
H  -1.1445  -2.8375  -0.0999
H  -0.1480  7.6566  0.8366
H  1.1161  0.3446  -3.4375
H  -2.1969  -2.6800  -4.8751
H  -9.4194  -2.8853  3.1723
H  -0.5613  3.1996  -1.8254
H  4.1649  -1.8333  1.2375
H  2.9923  -0.9415  2.3301
H  0.5331  7.0605  -0.5745
H  -5.7983  -0.4631  3.2844
H  -3.2739  -5.0119  -5.3555
H  0.1164  1.5795  0.5029
H  -4.1462  2.1539  2.1468
H  0.0019  -4.3735  3.2023
H  7.4209  2.1108  0.7963
H  -5.5041  2.8202  0.3843
H  -0.8603  -4.4897  -0.7763
H  -5.8952  -6.0215  -4.2023
H  9.8710  -1.6943  -3.3868
H  8.5689  -1.3403  -2.1130
H  -1.6042  1.1690  0.2435
H  1.6675  3.2888  2.4558
H  -4.1356  -2.2551  2.4555
H  6.6231  -0.7788  1.1109
H  1.0640  6.3736  1.0303
H  -6.0865  -0.1496  1.6298
H  3.6086  -1.7120  -4.0668
H  7.4236  1.2839  2.4161
H  2.1070  4.7579  -1.5849
H  -3.9939  3.9041  1.9154
H  5.2669  -0.4963  -3.3632

As for the relative energy (zero: lowest compared OMol25 entry of this formula, charge and spin): 504.0 kJ/mol. Its spin multiplicity is 1. The energy comes out at -181957.7682 eV. For the frontier orbital gap, the calculation gives 10.85 eV. The calculation puts the HOMO energy at -10.91 eV. Its SMILES is CCOS(C)(=O)=O.CCOS(C)(=O)=O.CCOS(C)(=O)=O.CCOS(C)(=O)=O.CCOS(C)(=O)=O.CCOS(C)(=O)=O.CCOS(C)(=O)=O.CCOS(C)(=O)=O.CCOS(C)(=O)=O.

Results of the Löwdin charge analysis, in e, for atoms 1 through 8: atom 1 (S): 0.71, atom 2 (S): 0.72, atom 3 (S): 0.68, atom 4 (S): 0.69, atom 5 (S): 0.72, atom 6 (S): 0.68, atom 7 (S): 0.67, atom 8 (S): 0.72

***

Q: What is the energy in the third record?
A: -181957.7682 eV

***

Q: Which of these has the lowest energy?
A: C27H72O27S9